Record 1
Density functional theory data (wB97M-V/def2-TZVPD) for a 2-piece molecular cluster, C4H8N2O2 overall at a distorted geometry.

Each line ends with the Löwdin spin population.
Element x y z (Å)
C1 -0.53899 1.14591 -0.52175  0.009
C2 -2.03697 -0.89678 -0.49781  0.003
C3 -1.58074 0.40085 0.15993  0.019
C4 1.53517 -0.49595 1.17434  0.717
N1 0.03238 1.92968 -1.15705  0.002
N2 2.11016 -0.19607 0.02157  0.522
O1 2.35878 1.14853 -0.10669  0.066
O2 2.35004 -0.93241 -0.98318  0.550
H1 -1.22225 -1.55029 -0.79385  0.002
H2 -2.70282 -0.62765 -1.36936  0.000
H3 -2.50124 -1.41731 0.17287  0.000
H4 -2.41765 1.08185 0.16859  0.001
H5 -1.27242 0.31751 1.27908  0.009
H6 1.55971 0.32494 1.86910  0.044
H7 1.42208 -1.48425 1.46632  0.054
H8 2.90473 1.25145 -0.88212  0.004

Properties
2S+1 = 3
Net charge = 0
E_HOMO (spin up / spin down) = -6.5 / -10.8 eV
HOMO-LUMO gap (spin up / spin down) = 7.284 / 8.966 eV
E = -11345.3158 eV

Record 2
Density functional theory data (wB97M-V/def2-TZVPD) for an isolated ion of composition C4H8N2O2 and charge +1 at a distorted geometry.

Each line ends with the Löwdin spin population.
Element x y z (Å)
C1 -0.86326 -1.92942 0.40824  -0.007
N1 -1.26851 -0.67407 0.16053  0.123
C2 -0.73688 -0.02666 -1.04650  0.042
C3 -0.21551 1.38245 -0.63373  0.024
N2 0.73213 1.48282 0.39189  0.186
C4 1.58456 0.38162 0.59029  0.029
O1 -0.87918 2.37170 -1.04390  0.467
O2 -1.35402 -2.53824 1.36139  0.109
H1 -0.22567 -2.45327 -0.42962  -0.002
H2 -1.82927 -0.01937 0.75385  0.000
H3 0.02136 -0.57271 -1.36240  0.000
H4 -1.52773 -0.13380 -1.72433  0.002
H5 0.87375 2.37700 0.75667  0.003
H6 2.44577 0.31283 -0.03550  0.013
H7 2.09143 0.55109 1.51281  0.009
H8 1.15103 -0.51197 0.34032  0.002

Properties
2S+1 = 2
Net charge = +1
E_HOMO (spin up / spin down) = -14.8 / -14.4 eV
HOMO-LUMO gap (spin up / spin down) = 10.123 / 4.706 eV
E = -11341.8386 eV